Version one
ORCA calculation (ωB97M-V with the def2-TZVPD basis set) on a molecular structure, C21H30N2O3.

Last column: natural (NBO) charge in e.
CARTESIAN COORDINATES (ANGSTROEM)
C1 -7.535 -2.239 -0.618  -0.59
C2 -6.160 -1.567 -0.303  0.01
C3 -6.194 -0.277 0.396  -0.21
C4 -5.138 0.237 0.778  -0.19
C5 -3.925 -0.448 0.320  0.29
C6 -3.952 -1.542 -0.197  -0.30
C7 -5.164 -2.210 -0.458  -0.21
H1 -5.036 -2.984 -1.308  0.21
H2 -3.006 -1.871 -0.621  0.24
O1 -2.825 0.403 0.882  -0.52
C8 -1.636 0.134 0.649  -0.16
C9 -0.603 0.939 1.111  0.65
O2 0.426 0.193 1.767  -0.71
N1 -0.571 2.260 0.997  -0.38
C10 -1.398 2.735 -0.227  -0.22
H3 -1.687 3.748 0.318  0.21
C11 -0.521 2.566 -1.359  -0.27
N2 0.794 2.415 -1.001  -0.40
C12 1.394 1.294 -1.319  0.66
O3 0.619 0.426 -1.782  -0.68
C13 2.591 0.867 -0.739  -0.52
C14 3.000 -0.425 -0.898  -0.35
C15 4.447 -0.757 -0.349  -0.18
C16 4.303 -0.988 1.302  -0.45
H4 4.849 -0.032 1.390  0.23
C17 5.162 -2.336 1.453  -0.41
H5 4.356 -3.336 1.612  0.18
H6 5.721 -2.121 2.334  0.23
C18 5.837 -2.709 0.337  -0.39
H7 6.211 -3.767 0.224  0.22
H8 6.850 -1.978 0.186  0.16
C19 4.988 -2.229 -1.040  -0.38
H9 5.583 -2.052 -1.836  0.20
H10 4.184 -3.044 -1.081  0.20
H11 3.296 -1.133 1.464  0.23
H12 5.214 0.124 -0.602  0.19
H13 3.242 -0.555 -2.313  0.15
H14 2.360 -1.231 -0.498  0.24
H15 3.349 1.667 -0.945  0.22
H16 2.421 1.039 0.533  0.25
C20 1.375 3.273 0.125  -0.16
H17 2.233 3.345 0.330  0.18
C21 0.454 2.958 1.313  -0.24
H18 0.162 3.766 1.817  0.20
H19 1.082 2.491 1.889  0.25
H20 1.217 4.308 -0.358  0.18
H21 -0.803 1.821 -2.034  0.28
H22 -0.499 3.538 -1.898  0.19
H23 -2.297 2.305 -0.314  0.23
H24 -1.577 -0.984 1.146  0.19
H25 -1.361 -0.111 -0.498  0.21
H26 -5.196 1.234 1.315  0.23
H27 -7.120 0.123 0.589  0.21
H28 -8.145 -1.648 -1.186  0.20
H29 -8.034 -2.607 0.295  0.21
H30 -7.338 -3.028 -1.090  0.19

Calculated values
**Frontier orbital gap**: 9.24 eV
**Net charge**: 0
**LUMO**: 0.02258 Eh
**E_HOMO**: -8.622 eV


Version two
ORCA calculation (ωB97M-V with the def2-TZVPD basis set) on a single C21H30N2O3 molecule.

Last column: natural (NBO) charge in e.
CARTESIAN COORDINATES (ANGSTROEM)
C1 5.576 2.296 -0.807  -0.25
O1 4.226 2.172 -0.438  -0.51
C2 3.756 0.936 -0.060  0.19
C3 4.524 -0.221 -0.115  -0.24
C4 4.006 -1.458 0.229  -0.24
C5 2.697 -1.571 0.668  -0.02
C6 2.058 -2.896 0.958  -0.44
C7 1.397 -3.463 -0.319  -0.21
N1 0.599 -2.481 -1.017  -0.64
C8 -0.597 -2.067 -0.459  0.80
O2 -1.195 -2.734 0.360  -0.68
N2 -1.050 -0.892 -0.980  -0.65
C9 -2.213 -0.163 -0.482  0.15
C10 -2.037 0.198 0.998  -0.43
C11 -3.255 0.984 1.479  -0.21
C12 -3.386 2.269 0.663  -0.41
C13 -3.562 1.914 -0.813  -0.20
C14 -4.823 1.069 -0.988  -0.40
C15 -4.690 -0.215 -0.170  -0.22
C16 -4.513 0.135 1.307  -0.40
C17 -3.478 -1.008 -0.655  -0.42
C18 -2.345 1.124 -1.296  -0.41
C19 1.938 -0.413 0.757  -0.27
C20 2.428 0.835 0.393  0.33
O3 1.508 1.843 0.483  -0.52
C21 1.915 3.192 0.535  -0.24
H1 5.724 3.356 -1.011  0.20
H2 5.804 1.721 -1.710  0.18
H3 6.246 1.987 0.002  0.18
H4 5.548 -0.168 -0.451  0.21
H5 4.632 -2.334 0.154  0.21
H6 2.793 -3.614 1.322  0.21
H7 1.281 -2.771 1.713  0.23
H8 0.735 -4.286 -0.045  0.23
H9 2.160 -3.824 -1.013  0.19
H10 1.139 -1.770 -1.489  0.38
H11 -0.411 -0.355 -1.544  0.39
H12 -1.927 -0.721 1.575  0.23
H13 -1.131 0.798 1.119  0.21
H14 -3.126 1.236 2.538  0.21
H15 -4.246 2.846 1.010  0.20
H16 -2.493 2.885 0.793  0.20
H17 -3.652 2.834 -1.403  0.21
H18 -5.696 1.635 -0.655  0.20
H19 -4.964 0.825 -2.044  0.20
H20 -5.592 -0.823 -0.296  0.21
H21 -4.423 -0.781 1.893  0.21
H22 -5.386 0.684 1.668  0.20
H23 -3.368 -1.929 -0.083  0.24
H24 -3.594 -1.274 -1.708  0.20
H25 -1.441 1.727 -1.175  0.21
H26 -2.456 0.879 -2.355  0.21
H27 0.921 -0.458 1.114  0.23
H28 1.018 3.751 0.803  0.19
H29 2.681 3.351 1.298  0.18
H30 2.289 3.542 -0.429  0.19

Calculated values
**SMILES**: COc1ccc(CCNC(=O)N[C@]23C[C@H]4C[C@H](C[C@H](C4)C2)C3)cc1OC
**Frontier orbital gap**: 8.83 eV
**Net charge**: 0
**LUMO**: 0.02397 Eh
**E_HOMO**: -8.183 eV


Most stable: version two (next structure +0.6601 hartree)


Version one
ORCA calculation (ωB97M-V with the def2-TZVPD basis set) on 2 unconnected molecules or ions with the total composition C4H6OS.

Last column: natural (NBO) charge in e.
CARTESIAN COORDINATES (ANGSTROEM)
C1 1.163 1.229 -0.413  -0.73
C2 1.498 -0.104 -0.041  0.26
O1 2.803 -0.349 0.294  -0.67
S1 0.337 -1.302 0.132  -0.12
H1 1.216 2.099 0.268  0.27
H2 2.092 1.480 -1.124  0.24
H3 0.294 1.205 -1.108  0.26
H4 2.748 -1.169 0.866  0.51
C3 -3.380 -0.922 -0.153  -0.23
C4 -2.615 -0.470 0.669  -0.25
H5 -3.745 -1.228 -1.119  0.23
H6 -2.412 -0.469 1.728  0.23

Calculated values
**SMILES**: CC(O)=S.C#C
**Frontier orbital gap**: 8.76 eV
**Net charge**: 0
**LUMO**: 0.00466 Eh
**E_HOMO**: -8.633 eV


Version two
ORCA calculation (ωB97M-V with the def2-TZVPD basis set) on a molecular structure, C4H6OS.

Last column: natural (NBO) charge in e.
CARTESIAN COORDINATES (ANGSTROEM)
C1 -1.260 0.163 -0.744  0.44
C2 0.008 -1.356 0.448  -0.49
C3 -0.263 0.228 0.341  -0.35
C4 0.944 0.986 -0.071  -0.62
O1 -1.967 0.937 -1.289  -0.52
S1 -1.203 -1.597 -0.912  0.18
H1 1.005 -1.703 0.268  0.21
H2 -0.399 -1.943 1.245  0.22
H3 -0.718 0.483 1.313  0.25
H4 0.731 2.104 -0.486  0.23
H5 1.417 0.419 -0.849  0.21
H6 1.706 1.279 0.736  0.23

Calculated values
**Frontier orbital gap**: 10.24 eV
**Net charge**: 0
**LUMO**: 0.02462 Eh
**E_HOMO**: -9.571 eV


Version three
ORCA calculation (ωB97M-V with the def2-TZVPD basis set) on a single C4H6OS molecule.

Last column: natural (NBO) charge in e.
CARTESIAN COORDINATES (ANGSTROEM)
C1 -1.177 0.404 1.056  -0.14
C2 0.901 -0.657 0.952  -0.11
C3 -2.103 0.522 -0.075  -0.77
C4 1.873 -1.056 -0.017  -0.80
O1 0.728 1.643 -0.489  -0.95
S1 0.375 0.971 0.769  1.26
H1 -2.161 1.607 -0.428  0.26
H2 -3.146 0.309 0.019  0.23
H3 -1.593 -0.096 -0.884  0.25
H4 2.384 -1.995 0.393  0.24
H5 2.675 -0.384 -0.395  0.26
H6 1.244 -1.269 -0.902  0.28

Calculated values
**Frontier orbital gap**: 7.27 eV
**Net charge**: 0
**LUMO**: -0.04280 Eh
**E_HOMO**: -8.438 eV


Most stable: version two (next structure +0.0989 hartree)